(1)
Computed, not measured: a single C25H32ClFO5 molecule, with ωB97M-V/def2-TZVPD.

* orbital gap: 9.72 eV
* LUMO energy: 0.3000 eV
* structure (SMILES): CCC(=O)O[C@]1(C(=O)CCl)[C@H](C)C[C@H]2[C@H]3CCC4=CC(=O)C=C[C@@]4(C)[C@]3(F)[C@@H](O)C[C@]21C
* relative energy (zero: lowest compared OMol25 entry of this formula, charge and spin): 3.1 kcal/mol

```
! RIJCOSX wB97M-V def2-TZVPD def2/J DEFGRID3
* xyz 0 1
C -5.68 -2.30 -0.21
H -6.39 -1.49 -0.26
H -5.15 -2.36 -1.16
C -4.69 -2.08 0.94
C -3.99 -0.76 0.71
O -4.31 0.29 1.22
O -2.99 -0.87 -0.14
C -2.29 0.35 -0.46
C -3.37 1.46 -0.45
O -4.26 1.39 -1.25
C -3.25 2.70 0.41
H -4.26 3.07 0.61
H -2.70 2.57 1.34
Cl -2.42 3.94 -0.58
C -1.74 0.19 -1.91
C -2.68 -0.58 -2.83
H -2.80 -1.60 -2.48
H -2.26 -0.60 -3.83
H -3.66 -0.10 -2.87
H -1.62 1.20 -2.32
C -0.38 -0.50 -1.76
H 0.41 0.12 -2.18
H -0.37 -1.44 -2.30
C -0.18 -0.73 -0.26
C -1.00 0.38 0.42
C -1.29 0.06 1.89
H -2.03 0.74 2.31
H -1.68 -0.95 2.00
H -0.39 0.14 2.49
C -0.21 1.69 0.30
H -0.69 2.50 0.84
H -0.14 1.98 -0.75
C 1.22 1.62 0.86
O 1.80 2.89 0.74
H 1.87 3.11 -0.19
H 1.19 1.42 1.93
C 2.05 0.51 0.17
F 2.22 0.91 -1.15
C 1.27 -0.82 0.22
C 2.02 -1.91 -0.55
C 3.40 -2.13 0.06
C 4.14 -0.83 0.01
C 5.27 -0.71 -0.69
C 6.02 0.54 -0.84
O 7.05 0.61 -1.48
C 5.42 1.68 -0.15
C 4.30 1.59 0.55
C 3.51 0.33 0.74
C 3.51 0.06 2.26
H 3.20 0.94 2.80
H 4.53 -0.19 2.56
H 2.87 -0.77 2.53
H 3.91 2.46 1.07
H 5.96 2.62 -0.23
H 5.69 -1.57 -1.20
H 3.94 -2.89 -0.50
H 3.30 -2.48 1.09
H 2.13 -1.62 -1.59
H 1.44 -2.84 -0.51
H 1.23 -1.11 1.28
H -0.65 -1.69 -0.01
H -3.95 -2.88 0.96
H -5.22 -2.03 1.89
H -6.22 -3.23 -0.05
*
```

---

(2)
Computed, not measured: a molecular structure, C19H10Br4N3O4PtS3 at a distorted geometry, with ωB97M-V/def2-TZVPD.

* orbital gap (spin up / spin down): 3.46 / 6.21 eV
* LUMO energy (spin up / spin down): 3.6636 / 3.4108 eV
* relative energy (zero: lowest compared OMol25 entry of this formula, charge and spin): 40.5 kcal/mol

```
! RIJCOSX wB97M-V def2-TZVPD def2/J DEFGRID3
* xyz -2 4
Pt 1.40 0.23 0.66
Br 4.04 7.45 -0.23
C 4.16 5.55 -0.23
C 5.42 4.95 -0.36
Br 6.95 5.78 0.00
C 5.41 3.62 -0.85
Br 7.13 2.87 -1.45
C 4.30 2.66 -0.74
O 4.43 1.47 -0.86
C 2.97 3.34 -0.35
O 2.07 2.62 -0.13
C 2.98 4.81 -0.39
Br 1.27 5.65 -0.45
S 2.96 0.93 3.57
C 2.17 0.71 2.16
N -4.27 -0.79 -1.60
C -2.93 -0.45 -1.23
C -1.97 -1.37 -1.66
C -0.60 -1.08 -1.47
N -0.23 0.09 -0.84
C -1.21 1.05 -0.65
C -2.56 0.85 -0.86
H -4.23 -1.79 -1.44
H -4.86 -0.23 -1.06
H -2.32 -2.25 -2.27
H 0.06 -1.82 -1.75
H -0.87 1.99 -0.18
H -3.36 1.62 -0.70
O -1.64 -4.28 -1.91
S -1.21 -4.70 -0.55
O -1.28 -6.16 -0.17
N 0.28 -4.17 -0.31
C 0.31 -3.03 0.35
S 1.71 -2.11 0.27
C -1.00 -2.78 1.16
C -1.39 -1.79 2.02
C -2.68 -1.49 2.43
C -3.68 -2.37 1.85
C -3.39 -3.34 0.91
C -1.99 -3.62 0.65
H -0.70 -1.35 2.70
H -2.92 -1.08 3.38
H -4.63 -2.23 2.18
H -4.11 -3.97 0.39
*
```

---

(3)
Computed, not measured: a single C5H7NO3S molecule at a distorted geometry, with ωB97M-V/def2-TZVPD.

* orbital gap: 9.47 eV
* LUMO energy: -0.1135 eV
* structure (SMILES): COC1=NC=C(C)S1(=O)=O
* relative energy (zero: lowest compared OMol25 entry of this formula, charge and spin): 49.3 kcal/mol

```
! RIJCOSX wB97M-V def2-TZVPD def2/J DEFGRID3
* xyz 0 1
C 0.24 0.93 1.14
C 0.70 1.41 -0.01
C -0.55 -0.82 0.07
C 1.37 2.65 -0.37
C -1.62 -2.84 0.60
N -0.47 -0.30 1.20
O -0.45 0.54 -2.29
O 1.49 -0.80 -1.61
O -1.11 -1.91 -0.37
S 0.42 0.11 -1.21
H 0.39 1.31 2.16
H 0.84 3.56 -0.57
H 1.78 2.51 -1.42
H 2.25 2.88 0.30
H -1.50 -3.79 0.24
H -2.75 -2.79 0.66
H -1.00 -2.65 1.50
*
```

---

(4)
Computed, not measured: a molecular structure, C19H45BrN2O3P2STa at a distorted geometry, with ωB97M-V/def2-TZVPD.

* orbital gap: 6.26 eV
* LUMO energy: 2.1772 eV

```
! RIJCOSX wB97M-V def2-TZVPD def2/J DEFGRID3
* xyz -1 1
C -0.89 1.66 2.85
P 0.38 2.14 1.60
O 0.01 3.75 1.35
Ta 0.14 0.71 -0.57
C 0.04 -1.31 0.39
C -1.34 -1.80 0.83
C -2.35 -1.97 -0.33
C -3.69 -1.29 -0.04
S -4.91 -1.87 -1.27
C -6.14 -0.68 -1.00
N -6.59 0.23 -1.80
N -7.61 0.90 -1.13
C -7.68 0.34 0.03
O -6.82 -0.65 0.20
P 0.62 2.81 -2.07
O -0.08 2.60 -3.58
Br 2.76 2.90 -2.70
H -1.90 1.89 2.50
H -0.81 0.58 3.04
H -0.71 2.19 3.79
H -0.77 3.84 0.79
H -1.69 1.14 -0.62
H -0.29 -0.08 -2.16
H 1.95 0.36 -0.80
H 0.69 -1.21 1.28
H 0.53 -2.07 -0.24
H -1.24 -2.78 1.33
H -1.76 -1.12 1.58
H -1.93 -1.56 -1.26
H -2.52 -3.04 -0.51
H -3.59 -0.21 -0.12
H -4.05 -1.56 0.96
H -8.34 0.60 0.85
H -0.98 2.28 -3.43
C 0.50 -5.57 0.30
C -0.02 -6.35 -0.90
C -1.37 -5.83 -1.40
C -2.51 -5.91 -0.39
C -2.78 -7.31 0.17
C -3.19 -8.31 -0.90
H -0.17 -5.65 1.16
H 1.48 -5.92 0.62
H 0.58 -4.51 0.05
H -0.09 -7.41 -0.65
H 0.71 -6.28 -1.71
H -1.64 -6.38 -2.31
H -1.25 -4.79 -1.71
H -3.42 -5.53 -0.86
H -2.30 -5.23 0.45
H -3.57 -7.23 0.92
H -1.90 -7.68 0.69
H -4.09 -7.97 -1.43
H -3.41 -9.29 -0.47
H -2.41 -8.46 -1.65
C 3.25 5.07 1.59
C 4.14 4.97 0.35
C 5.63 5.13 0.65
C 6.02 6.49 1.24
C 5.63 7.69 0.39
C 6.28 7.70 -0.99
H 3.32 6.06 2.06
H 2.20 4.91 1.33
H 3.52 4.32 2.33
H 3.82 5.70 -0.39
H 3.98 3.99 -0.11
H 6.20 4.95 -0.27
H 5.94 4.35 1.35
H 7.11 6.50 1.39
H 5.58 6.60 2.23
H 5.91 8.60 0.92
H 4.54 7.72 0.28
H 7.37 7.68 -0.91
H 5.99 8.59 -1.56
H 5.98 6.83 -1.58
*
```